Entry 1:
ORCA calculation (ωB97M-V/def2-TZVPD) on a 11-piece molecular cluster, C21H57N9O26P2 overall at a distorted geometry.

Structure (XYZ):
```
115
C21H57N9O26P2 (ωB97M-V/def2-TZVPD)
C 2.70463 5.87815 2.49651
C 2.14022 4.52925 2.72266
O 2.95740 3.55413 2.23192
P 2.86863 3.22900 0.66905
O 1.47099 3.02048 0.26804
O 3.81930 1.94566 0.51209
C 3.45382 0.85346 -0.35433
C 4.72938 0.53609 -1.12882
O 3.64504 4.45355 -0.15809
C 3.88725 4.39194 -1.58796
C 2.77785 5.07719 -2.38305
H 3.04024 6.07112 1.47757
H 2.05456 6.72012 2.73438
H 3.71068 5.99671 2.89888
H 2.00081 4.51668 3.80364
H 1.15932 4.48295 2.24959
H 3.00610 0.03969 0.21614
H 2.68843 1.19021 -1.05354
H 5.48667 0.19379 -0.42352
H 4.63627 -0.19313 -1.93360
H 5.20781 1.42714 -1.53530
H 4.89426 4.64876 -1.91673
H 3.93087 3.33906 -1.86661
H 2.95400 5.25870 -3.44330
H 1.83459 4.57791 -2.16148
H 2.58596 6.05939 -1.95112
C 1.75665 -2.26195 2.18028
C 2.40252 -3.69769 2.41094
O 1.41993 -4.58637 1.92526
P 0.38418 -5.26232 2.96585
O -0.48700 -6.28690 2.34336
O 1.29068 -5.78229 4.23921
C 1.56013 -7.12975 4.45512
C 2.97976 -7.41695 4.95258
O -0.33717 -3.98546 3.62741
C -1.51854 -3.95581 4.40559
C -1.20470 -4.06255 5.85841
H 0.72065 -2.11601 2.48607
H 2.43561 -1.53127 2.61983
H 1.79702 -2.05518 1.11083
H 3.35708 -3.73276 1.88588
H 2.56745 -3.84299 3.47855
H 0.77644 -7.52345 5.10237
H 1.35588 -7.65343 3.52124
H 3.14243 -7.05317 5.96712
H 3.24045 -8.47204 5.03592
H 3.75069 -6.97378 4.32221
H -1.99018 -3.00958 4.14044
H -2.19307 -4.74231 4.06716
H -0.88677 -5.08485 6.06315
H -0.53002 -3.28249 6.21114
H -2.08913 -3.96362 6.48779
C -5.42708 3.45468 -1.33739
N -4.53052 2.88256 -0.32897
O -3.95895 3.68602 0.38096
O -4.46595 1.66239 -0.21770
H -4.80377 3.96652 -2.07061
H -5.91882 4.23516 -0.75675
H -6.10424 2.71382 -1.76246
C -2.46376 1.09152 2.69761
N -1.47459 2.23606 2.86153
O -1.62310 3.26101 2.18586
O -0.60152 2.03326 3.69562
H -2.93665 1.22514 1.72466
H -3.12719 1.07761 3.56234
H -1.87334 0.17672 2.64627
C 2.38506 0.63509 -4.56753
N 1.71439 -0.67152 -4.29831
O 2.40321 -1.71728 -4.32943
O 0.52060 -0.64693 -4.02615
H 1.61575 1.40564 -4.51740
H 2.85435 0.64798 -5.55125
H 3.12113 0.73788 -3.77020
C -1.70119 1.76572 -5.31623
N -2.04763 1.43649 -6.69510
O -1.51171 0.50000 -7.26183
O -2.79484 2.20595 -7.29787
H -0.63085 1.95135 -5.22668
H -1.97328 0.91125 -4.69660
H -2.26204 2.61614 -4.92849
C 0.98718 -3.61686 -1.79834
N 2.31450 -3.60044 -1.11699
O 2.84833 -2.51954 -0.91756
O 2.71207 -4.68973 -0.69302
H 0.19958 -3.89323 -1.09734
H 1.22398 -4.26194 -2.64444
H 0.73074 -2.66067 -2.25444
C -2.32121 -3.83857 -0.14360
N -3.20442 -2.87165 0.61911
O -2.67806 -2.25609 1.55462
O -4.34502 -2.68260 0.15852
H -2.47726 -3.83410 -1.22236
H -2.49955 -4.81643 0.30371
H -1.31565 -3.58554 0.19246
C -5.77118 -0.55514 -2.18877
N -4.79723 0.25620 -2.95525
O -5.20629 1.05438 -3.82229
O -3.59277 0.03049 -2.85875
H -6.74936 -0.20828 -2.52188
H -5.73685 -0.47795 -1.10205
H -5.60588 -1.57728 -2.52937
C -1.16708 4.94384 -0.80494
N -1.77025 4.67728 -2.13048
O -2.77493 5.28868 -2.38693
O -1.23638 3.85846 -2.90091
H -0.27775 4.31546 -0.75675
H -1.92533 4.76160 -0.04340
H -0.73278 5.94357 -0.79865
C -0.91010 1.21352 -1.24798
N -0.35340 0.09359 -0.47351
O -0.02470 0.28832 0.70142
O -0.32722 -1.01967 -1.00253
H -1.99306 1.10345 -1.30436
H -0.37776 1.25565 -2.19822
H -0.57464 2.06755 -0.65958
```

Results
spin multiplicity	2
total charge	-1
LUMO level (spin up / spin down)	1.838 / 1.838	eV
gap between HOMO and LUMO (spin up / spin down)	2.87 / 6.38	eV

Here are the Mulliken charges for atoms 1 to 2, given in e: atom 1 (C): -1.26, atom 2 (C): 0.24

Entry 2:
ORCA calculation (ωB97M-V/def2-TZVPD) on a 7-piece molecular cluster, C21H58N4O7 overall at a distorted geometry.

Structure (XYZ):
```
90
C21H58N4O7 (ωB97M-V/def2-TZVPD)
C -2.04286 1.41416 0.00262
C -3.56094 1.77176 -0.07120
C -4.33612 0.61416 0.69428
C -3.82510 3.14962 0.50361
C -5.26841 3.60862 0.40722
C -5.51756 3.75029 -1.09872
C -5.21955 2.40870 -1.87706
C -6.47187 1.43133 -1.68238
C -5.12718 2.62710 -3.40687
N -3.97249 1.84497 -1.45053
O -3.72839 0.62906 -2.13633
H -1.67453 1.33901 1.01596
H -1.80090 0.47039 -0.47976
H -1.42468 2.10790 -0.56693
H -3.91311 0.53589 1.71702
H -5.38933 0.74967 0.74850
H -4.14249 -0.32589 0.19642
H -3.51393 3.14642 1.50926
H -3.18096 3.89146 -0.02316
H -5.94744 2.86616 0.78788
H -5.49109 4.53646 0.99165
H -4.83377 4.50647 -1.50571
H -6.52428 4.08956 -1.35882
H -7.29391 2.05600 -2.03411
H -6.65305 1.16187 -0.61833
H -6.32453 0.57098 -2.33780
H -4.25115 3.27708 -3.58012
H -6.00070 3.24415 -3.71719
H -5.11412 1.72099 -4.04700
H -3.01814 0.80270 -2.75329
C 4.63625 1.47292 0.88871
O 5.98974 1.23068 0.68455
C 6.35048 1.14270 -0.74018
C 7.82485 0.83699 -0.77117
C 8.28694 0.71975 -2.24392
N 8.18150 -0.44008 -0.12690
H 4.24799 2.28852 0.21716
H 4.50944 1.81496 1.92377
H 4.01378 0.62042 0.66160
H 5.83078 0.34332 -1.26287
H 6.13709 2.15249 -1.21556
H 8.41294 1.54391 -0.20872
H 8.01095 1.63395 -2.82511
H 7.74246 -0.11642 -2.65447
H 9.34924 0.52909 -2.19655
H 9.17458 -0.59877 -0.17577
H 7.94135 -0.30591 0.85612
C -0.81593 -2.84165 1.29446
O -1.82036 -3.44149 0.47826
C -2.32889 -2.69892 -0.61840
C -3.37517 -3.53098 -1.37296
C -2.90012 -4.84889 -2.04908
N -3.82467 -2.61522 -2.49046
H -0.64558 -3.67619 1.96909
H -1.19233 -1.94334 1.73877
H 0.09980 -2.64693 0.71439
H -2.82870 -1.78723 -0.16784
H -1.53088 -2.35863 -1.26475
H -4.15911 -3.76099 -0.64669
H -3.75979 -5.37115 -2.48348
H -2.46687 -5.54721 -1.34866
H -2.22784 -4.72418 -2.86206
H -4.12107 -1.70237 -2.16841
H -4.49317 -3.05113 -3.10077
C 1.08226 -1.83767 4.51378
O 1.70145 -2.51623 3.45954
C 2.99665 -1.90656 3.24291
C 3.66993 -2.56237 2.05982
C 5.08743 -2.02270 1.87926
N 2.90813 -2.31494 0.80964
H 0.26405 -2.46765 4.87936
H 0.70204 -0.81674 4.21521
H 1.86442 -1.75352 5.32027
H 2.80832 -0.82677 3.14688
H 3.63802 -2.00565 4.11731
H 3.69807 -3.63333 2.20585
H 5.66496 -2.06285 2.81389
H 5.06186 -0.98310 1.60676
H 5.44219 -2.60707 1.03922
H 2.00149 -2.76723 0.95585
H 3.43881 -2.65837 0.00867
O 0.99320 2.22432 -1.49423
H 0.31136 2.28710 -2.18129
H 0.64818 2.82426 -0.81550
O 1.17656 0.08124 0.49258
H 1.81168 -0.65103 0.40200
H 1.29334 0.57702 -0.31761
O 0.68582 2.11154 2.64498
H 1.53060 2.58550 2.71374
H 0.83206 1.38372 2.01989
```

Results
total charge	0
LUMO level	0.328	eV
gap between HOMO and LUMO	8.57	eV
structure (SMILES)	CC1(C)CCCC(C)(C)N1O.COC[C@H](C)N.COC[C@H](C)N.COC[C@H](C)N.O.O.O

Here are the Mulliken charges for atoms 1 to 2, given in e: atom 1 (C): -2.51, atom 2 (C): 2.41